One molecule with the formula CH3N2PS, computed with ωB97M-V/def2-TZVPD.

Charge: 0
DFT total energy: -24186.3875 eV
HOMO level (spin up / spin down): -8.4 / -8.3 eV
Energy above the lowest of the compared OMol25 structures with the same formula, charge and spin: 84.2 kcal per mole
SMILES: C=NN=[PH]=S

Positions of all 8 atoms, in Å:
C -0.43 -0.14 -1.49
N 0.14 -0.81 -0.59
N 0.86 -0.87 0.40
P 0.84 0.38 1.56
S -0.54 1.72 0.95
H -0.32 0.97 -1.63
H -1.12 -0.87 -2.01
H 0.58 -0.39 2.81

The Mulliken scheme yields these atomic charges, measured in e: -0.235 0.139 -0.439 0.230 -0.379 0.339 0.227 0.117